Here is a cluster of 12 separate species, C15H26Cl22F4N2O3S2 in total in a non-equilibrium geometry from the OMol25 dataset. Energies are from the ωB97M-V functional and the def2-TZVPD basis.

The geometry in XYZ format:
```
74
Properties=species:S:1:pos:R:3:forces:R:3:lowdin_charge:R:1
O 4.484 1.678 -1.820 3.2 -5.8 -1.0 -0.35
S 5.471 0.543 -2.298 0.5 9.5 -2.1 0.89
O 6.510 1.245 -3.256 -3.3 -4.3 4.1 -0.32
F 6.226 -0.050 -0.878 -1.0 0.6 -2.8 -0.29
N 4.659 -0.659 -3.267 -1.0 0.5 2.8 -0.27
C 3.650 -1.472 -2.490 -2.6 -1.2 1.6 -0.14
C 2.084 -1.050 -2.901 -0.1 0.6 -0.1 -0.17
O 1.788 0.376 -2.625 -0.8 -2.8 0.3 -0.16
C 1.022 -1.979 -2.053 -0.9 -0.9 -0.3 -0.17
F 1.141 -1.660 -0.609 -0.6 -1.6 -4.7 0.02
F -0.414 -1.763 -2.468 4.8 -0.6 1.6 0.00
F 1.289 -3.433 -2.366 -1.0 4.6 1.6 -0.04
N 5.527 -1.436 -4.017 5.7 -4.1 3.3 0.00
C 6.396 -2.157 -3.238 -2.1 -2.1 -0.9 -0.48
S 7.138 -3.454 -2.355 -2.4 5.0 -3.3 0.68
H 3.702 -2.644 -2.707 0.3 2.7 0.2 0.11
H 3.752 -1.350 -1.307 -0.2 0.1 -3.1 0.01
H 1.995 -1.228 -4.058 -0.2 0.0 2.3 0.18
H 0.884 0.468 -2.172 1.8 -0.3 -0.9 0.04
Cl 5.543 5.494 -3.593 0.1 0.0 0.1 0.51
C 4.202 4.901 -2.606 0.1 -0.3 0.3 -1.04
Cl 2.653 5.503 -3.209 -0.1 0.1 0.0 0.48
H 4.194 3.809 -2.634 0.0 0.3 -0.1 0.00
H 4.339 5.243 -1.577 -0.1 0.0 -0.4 -0.03
Cl -1.289 1.408 -0.468 -0.1 -0.1 0.0 0.53
C -0.696 2.938 -1.125 -0.1 0.5 0.0 -1.03
Cl 1.003 2.811 -1.598 -0.3 0.4 0.2 0.60
H -1.291 3.203 -2.002 0.2 -0.2 0.2 0.03
H -0.795 3.715 -0.363 0.1 -0.4 -0.2 -0.06
Cl -3.364 -1.150 0.765 0.0 -0.1 0.1 0.49
C -3.521 -0.529 2.413 0.2 -0.2 0.3 -1.02
Cl -4.614 0.859 2.468 0.0 0.0 0.1 0.50
H -3.918 -1.320 3.054 0.0 0.2 -0.3 -0.01
H -2.536 -0.221 2.773 -0.3 0.0 -0.2 0.03
Cl 4.505 -1.671 0.589 0.0 -0.4 0.9 0.63
C 5.142 -1.066 2.123 0.2 0.4 0.1 -0.97
Cl 5.020 -2.292 3.391 0.1 0.1 -0.1 0.56
H 6.193 -0.795 1.990 -0.3 -0.2 0.0 0.04
H 4.570 -0.185 2.424 0.0 -0.3 -0.1 0.04
Cl 3.526 -5.389 -3.010 0.2 0.0 0.0 0.52
C 2.241 -6.586 -3.217 -0.5 0.0 0.0 -1.03
Cl 2.911 -8.203 -3.465 -0.1 0.0 0.0 0.51
H 1.615 -6.594 -2.321 0.3 0.0 -0.2 0.03
H 1.638 -6.313 -4.086 0.3 -0.1 0.2 0.03
Cl -0.895 6.230 -1.372 0.0 0.3 -0.1 0.55
C -0.258 6.835 0.162 0.1 0.4 0.0 -0.98
Cl -0.380 5.609 1.429 -0.3 0.2 0.1 0.50
H 0.793 7.105 0.028 -0.2 -0.2 0.0 0.02
H -0.830 7.716 0.462 0.1 -0.3 -0.1 0.03
Cl 5.543 4.913 0.901 0.1 -0.1 0.1 0.53
C 4.201 4.320 1.889 0.1 -0.2 0.2 -1.00
Cl 2.653 4.922 1.285 0.2 -0.2 0.2 0.50
H 4.194 3.228 1.860 0.0 0.3 -0.2 0.02
H 4.339 4.662 2.917 0.0 0.0 -0.3 0.03
Cl -8.548 -2.802 2.566 0.0 0.1 -0.1 0.50
C -6.867 -2.848 2.021 0.2 0.1 -0.2 -1.09
Cl -5.817 -3.546 3.260 0.1 -0.1 0.0 0.51
H -6.803 -3.457 1.116 -0.1 0.1 0.3 0.03
H -6.535 -1.830 1.806 -0.1 -0.4 0.3 -0.07
Cl 4.002 -5.577 6.044 0.0 0.0 -0.1 0.50
C 3.797 -3.850 6.364 -0.1 0.2 -0.2 -1.05
Cl 4.331 -3.438 7.998 0.0 0.1 0.0 0.50
H 4.388 -3.282 5.642 -0.1 -0.2 0.4 -0.06
H 2.740 -3.592 6.259 0.3 -0.1 0.1 0.03
Cl -10.076 0.511 -0.192 0.1 0.2 0.0 0.56
C -8.398 0.759 0.304 0.1 0.3 0.2 -0.98
Cl -7.401 -0.643 -0.102 0.0 0.4 -0.3 0.56
H -8.001 1.638 -0.210 -0.1 -0.3 0.0 0.03
H -8.366 0.918 1.384 -0.1 -0.2 -0.3 0.04
Cl -14.001 -1.925 1.428 0.1 0.0 0.1 0.50
C -13.135 -0.389 1.311 0.3 0.0 0.1 -1.06
Cl -14.170 0.875 0.634 0.1 0.1 0.0 0.49
H -12.811 -0.086 2.310 -0.2 -0.1 -0.3 0.03
H -12.264 -0.519 0.665 -0.4 0.0 0.2 -0.05
```
Positions in Å, forces in eV/Å.

Its spin multiplicity is 1. Its structure (SMILES) is O=S(=O)(F)N(C[C@H](O)C(F)(F)F)N=C=S.ClCCl.ClCCl.ClCCl.ClCCl.ClCCl.ClCCl.ClCCl.ClCCl.ClCCl.ClCCl.ClCCl. Its charge is 0. The value obtained for the calculated total energy is -12242.0982 a.u. Its strongest force on any atom is 0.189 hartree/bohr.